## A
Molecular formula: C13H22N2O3RuSi2
Method: DFT, the ωB97M-V functional and the def2-TZVPD basis

Values from the calculation:
Highest occupied orbital energy (spin up / spin down) ... -7.965 / -7.951 eV

Positions of all 43 atoms, in Å:
1 Ru -0.3470 -0.1841 0.3245
2 C -3.6825 0.6639 0.1046
3 Si -2.1756 0.7750 -1.0188
4 C -1.9854 2.5428 -1.6191
5 C -2.4814 -0.2529 -2.5746
6 C -3.5899 -0.0950 -3.4146
7 C -3.7446 -0.8744 -4.5482
8 C -2.7864 -1.8312 -4.8716
9 C -1.6775 -1.9917 -4.0597
10 C -1.5137 -1.2032 -2.9132
11 Si -0.0292 -1.3829 -1.7896
12 C 1.5575 -1.0568 -2.7331
13 C 0.0066 -3.1454 -1.1273
14 H -4.6006 0.9066 -0.4416
15 H -3.5943 1.3568 0.9434
16 H -3.7854 -0.3471 0.5019
17 H -2.8831 2.8316 -2.1754
18 H -1.1346 2.6431 -2.2972
19 H -1.8552 3.2353 -0.7877
20 H -4.3468 0.6466 -3.1778
21 H -4.6117 -0.7432 -5.1842
22 H -2.9084 -2.4446 -5.7561
23 H -0.9344 -2.7381 -4.3274
24 H 1.5880 -1.7123 -3.6098
25 H 2.4593 -1.2514 -2.1463
26 H 1.5974 -0.0254 -3.0868
27 H -0.0111 -3.8078 -1.9990
28 H -0.8644 -3.3702 -0.5107
29 H 0.9040 -3.3896 -0.5520
30 N 1.4853 -1.2620 1.1378
31 N 1.0405 -1.9583 2.2788
32 C -0.3339 -2.1781 2.3713
33 O -0.8011 -2.9967 3.1152
34 O -1.0665 -1.3780 1.5933
35 H 1.8245 -1.8998 0.4258
36 H 2.2367 -0.6350 1.3943
37 H 1.6042 -2.7221 2.6193
38 C 1.3971 1.5706 2.1594
39 C 0.1978 1.5243 1.2306
40 O -0.6183 2.4025 1.2096
41 H 1.3176 2.4501 2.7951
42 H 2.3030 1.6553 1.5533
43 H 1.4562 0.6713 2.7703

Löwdin atomic charge list, values in e, 2 entries: number 1, Ru, carries 0.91; number 2, C, carries -0.21

## B
Molecular formula: C13H22N2O3RuSi2
Method: DFT, the ωB97M-V functional and the def2-TZVPD basis

Values from the calculation:
Highest occupied orbital energy (spin up / spin down) ... -8.255 / -7.840 eV

Positions of all 43 atoms, in Å:
1 Ru 0.1793 -0.1200 0.3561
2 C 3.1760 -0.7051 1.4883
3 Si 2.5434 0.0761 -0.1099
4 C 3.3111 -0.7061 -1.6252
5 C 2.9975 1.9079 -0.0820
6 C 4.3284 2.3394 -0.0669
7 C 4.6413 3.6902 -0.0196
8 C 3.6210 4.6350 -0.0052
9 C 2.2983 4.2196 -0.0245
10 C 1.9745 2.8583 -0.0601
11 Si 0.1812 2.2861 -0.0350
12 C -0.6451 2.9909 -1.5705
13 C -0.6774 3.0710 1.4352
14 H 4.2478 -0.5084 1.6009
15 H 3.0198 -1.7851 1.4880
16 H 2.6581 -0.2804 2.3491
17 H 4.3949 -0.5551 -1.5991
18 H 2.9291 -0.2609 -2.5456
19 H 3.1099 -1.7776 -1.6452
20 H 5.1364 1.6138 -0.0804
21 H 5.6761 4.0094 0.0082
22 H 3.8578 5.6919 0.0213
23 H 1.5104 4.9679 -0.0158
24 H -0.5006 4.0763 -1.5545
25 H -1.7229 2.8057 -1.6049
26 H -0.2026 2.6071 -2.4907
27 H -0.5281 4.1530 1.3889
28 H -0.2758 2.6983 2.3783
29 H -1.7541 2.8760 1.4344
30 N -2.1709 0.0794 0.3106
31 N -2.5549 -0.1997 1.6326
32 C -1.6052 -0.0834 2.6719
33 O -2.0385 -0.0194 3.7995
34 O -0.3496 -0.0951 2.3191
35 H -2.4305 1.0204 0.0286
36 H -2.6357 -0.5768 -0.3059
37 H -3.4758 0.1003 1.9166
38 C -1.2838 -2.7984 -0.0572
39 C 0.0609 -2.1033 -0.1191
40 O 1.0837 -2.6661 -0.3240
41 H -1.1269 -3.8745 -0.0441
42 H -1.8420 -2.5236 -0.9536
43 H -1.8443 -2.4865 0.8234

Löwdin atomic charge list, values in e, 2 entries: number 1, Ru, carries 0.89; number 2, C, carries -0.21

The most stable structure shown above is A; the least stable is B.